(1)
Below is C17H14BrNO2S2V as an isolated structure, with properties calculated with ωB97M-V/def2-TZVPD.

Geometry (Å):
1 O 1.2274 2.8476 3.6417
2 H -1.0851 -2.2374 3.2905
3 C -0.7803 -1.4596 3.9752
4 C 2.2771 -0.6242 -5.6883
5 H 0.3851 1.3907 6.4007
6 C -1.8937 1.0223 -0.1762
7 H 0.4711 -1.5752 -6.6144
8 H -2.1236 -1.3896 -2.5220
9 C -2.0341 -0.7810 -1.6291
10 C -1.9208 -0.1882 0.5991
11 N 1.7587 0.7006 2.3439
12 V -0.3128 -0.1813 -0.7035
13 C 2.5936 0.7491 -5.4399
14 H 1.4423 2.6268 -5.8635
15 C 0.9676 -0.3463 2.3436
16 C 0.9828 -0.6751 -6.2936
17 C 1.4978 1.5445 -5.8944
18 H -0.4453 0.9592 -6.8604
19 H -1.3879 -0.2735 7.1214
20 S 0.9677 -1.3678 0.9387
21 C 0.6156 0.4310 4.4999
22 H 3.5129 1.1153 -4.9973
23 Br 1.0044 -0.7662 -2.7202
24 C 0.2146 -0.5491 3.5905
25 S 1.8043 1.5329 3.7892
26 H -1.9887 1.3331 -2.3885
27 H -2.0438 -2.3553 -0.0257
28 C 0.5008 0.6632 -6.4213
29 H -1.8357 2.0151 0.2342
30 H -1.9619 -0.2452 1.6773
31 C 0.0508 0.5697 5.7557
32 C -1.9883 0.6487 -1.5479
33 C -0.9430 -0.3542 6.1253
34 C -1.3639 -1.3562 5.2397
35 H 2.9098 -1.4747 -5.4636
36 C -1.9988 -1.3014 -0.3075
37 H -2.1579 -2.0474 5.5431
38 O 3.0810 1.3990 4.4476

Atomic forces in eV per Å
0.3044 -0.6148 -0.0379
-0.0325 -0.0564 -0.1123
0.4117 0.2833 -0.2681
-0.6191 0.9480 -0.4163
-0.2567 -0.4653 -0.1095
-1.9037 -0.5422 0.5596
-0.0243 0.0347 0.0193
0.3235 0.3173 0.1045
-1.8786 -0.1471 -0.0474
-1.8220 0.5312 -0.2616
0.0493 -0.3705 -0.3776
8.1682 -2.0148 -1.8131
-0.8708 -0.4427 -0.5468
-0.0168 -0.0406 0.0117
1.4126 1.4361 -0.6566
0.6328 0.8041 0.2904
0.0999 -1.0560 0.0326
0.0236 0.0022 0.0136
0.0693 -0.0793 -0.3949
-0.3503 -0.0916 0.2475
-0.8166 0.0722 0.9997
-0.0614 0.0099 0.0063
-0.9499 0.6186 1.4216
-0.3497 0.1379 1.3918
-0.4662 -0.5504 -0.1412
0.2746 -0.1739 0.0903
0.2834 0.5038 -0.1662
0.8664 -0.2915 0.4583
0.0843 0.1162 -0.0640
0.3746 0.0285 -0.1009
-0.1266 -0.3427 -0.0815
-1.4199 0.2716 0.0379
0.1274 0.2555 0.0907
0.2283 0.3379 0.1873
-0.0196 0.0175 0.0107
-1.5041 0.2840 0.3200
0.3956 0.2534 -0.1611
-0.6414 0.0159 -0.5367

## Properties
DFT total energy: -5175.79989 a.u.
Gap between HOMO and LUMO (alpha / beta): 3.15 / 3.43 eV
Net charge: -1
Spin multiplicity: 3
Highest occupied orbital energy (alpha / beta): -2.45 / -2.46 eV
<S²>: 2.032

Atomic partial charges in e from the natural (NBO) method, atoms 1 to 5:
1 O -0.9139
2 H 0.2326
3 C -0.2004
4 C -0.3686
5 H 0.2357

---

(2)
Below is one molecule with the formula C17H14ClF3N2O4, with properties calculated with ωB97M-V/def2-TZVPD.

Geometry (Å):
1 C 4.7119 -0.3367 0.7996
2 H 4.4328 3.4871 1.7976
3 O 1.4557 1.8032 -1.7951
4 H -4.6065 1.2419 1.0698
5 H 7.0466 -2.7698 1.2196
6 C 4.0759 -2.3839 -0.3175
7 F -5.3134 -1.5167 1.8356
8 H 5.4410 -4.0189 -0.1986
9 Cl -2.4510 3.0431 0.5650
10 H 2.7608 1.7770 1.0829
11 N -0.5992 1.3789 -1.0438
12 F -5.3608 -2.5298 -0.0615
13 F -6.3718 -0.6459 0.1819
14 C 0.6022 0.9753 -1.5916
15 O 1.6407 -0.0394 0.4316
16 O 2.1044 -0.8882 -1.5797
17 C 3.7274 1.8656 0.5733
18 C 4.2907 3.2677 0.7429
19 H -3.0931 -2.2130 -0.9865
20 H 0.7272 -0.6233 -3.0257
21 H 5.2496 3.3500 0.2381
22 H 3.3548 -2.9230 -0.9126
23 C 5.2375 -2.9991 0.0879
24 C 6.1376 -2.2964 0.8804
25 C -3.0158 -1.1875 -0.6546
26 H 3.6003 3.9880 0.3150
27 H -0.5862 2.3599 -0.7701
28 C 0.7896 -0.4932 -1.9437
29 H 6.5803 -0.4171 1.8083
30 C -4.0142 -0.5889 0.0959
31 C -5.2569 -1.3231 0.5059
32 C 5.8819 -0.9890 1.2178
33 H 0.0438 -1.1110 -1.4383
34 C 3.7757 -1.0663 0.0499
35 C -1.7252 0.7090 -0.6581
36 N -1.9190 -0.5510 -1.0193
37 C 2.4295 -0.5831 -0.3110
38 C -3.8486 0.7420 0.4860
39 O 4.6610 0.9617 1.1399
40 C -2.6992 1.3983 0.1074
41 H 3.5752 1.6427 -0.4900

Atomic forces in eV per Å
0.0909 -0.3191 -0.1377
0.0053 0.0732 0.1010
0.0903 0.0447 -0.1005
-0.0177 0.0988 0.0411
0.0900 -0.0209 0.0318
0.1133 0.0344 0.0581
0.1234 0.0715 0.1677
-0.0033 -0.0967 -0.0210
-0.0006 0.1300 0.0485
0.2511 -0.0180 -0.1449
-0.0479 0.8662 0.0930
0.1886 -0.1420 -0.1811
-0.0372 0.2243 -0.0853
-0.0905 -0.1562 -0.2204
0.1652 -0.3293 -0.0570
0.2964 0.0361 -0.1728
-0.3763 0.5952 -0.1542
-0.0054 -0.4838 -0.0421
-0.1240 -0.0770 0.0305
-0.0676 0.0365 0.1135
0.0905 0.0687 -0.0535
-0.0406 -0.0397 -0.0577
-0.0558 -0.1288 -0.0479
-0.0790 0.0792 -0.0330
-0.5107 0.0490 0.3029
-0.0797 0.1043 -0.0363
0.1380 -0.2839 -0.1822
-0.1054 -0.1328 0.2702
0.0813 0.0754 0.0413
0.0049 -0.0170 -0.0237
-0.1191 -0.0824 0.0666
-0.1309 0.1352 0.0221
0.3196 0.1358 -0.2356
0.2107 0.1168 0.0684
-0.6484 -0.2325 0.2799
0.3104 0.2986 -0.1811
-0.3762 0.0173 0.2772
0.2897 -0.2475 -0.2572
0.1351 -0.1232 0.3099
-0.1097 -0.3515 -0.0236
0.0309 -0.0089 0.1252

## Properties
DFT total energy: -1826.52721 a.u.
Gap between HOMO and LUMO: 8.65 eV
Highest occupied orbital energy: -8.62 eV
SMILES: CCOc1ccccc1C(=O)OCC(=O)Nc1ncc(C(F)(F)F)cc1Cl

Atomic partial charges in e from the natural (NBO) method, atoms 1 to 5:
1 C 0.4384
2 H 0.2102
3 O -0.5831
4 H 0.2480
5 H 0.2161

---

(3)
Below is C17H14ClNO3 as an isolated structure, with properties calculated with ωB97M-V/def2-TZVPD.

Geometry (Å):
1 H 0.0468 1.5564 2.4665
2 C -0.7275 -1.3421 -0.1695
3 N -0.4036 -2.3994 -2.4179
4 C -1.3614 2.7684 1.3834
5 H 4.7484 0.5282 0.0255
6 H -1.8860 3.0567 2.2832
7 O 0.6893 -1.7913 -2.5414
8 C -1.5997 -1.2382 0.9778
9 C 3.8723 -0.1603 0.1139
10 H -4.2179 -3.2855 -0.0062
11 H 3.0376 1.5981 -0.7879
12 C -2.8147 -1.9121 1.0115
13 H -1.2512 -0.6440 1.8223
14 H 1.4571 0.0601 2.5530
15 C -3.2555 -2.7482 -0.0405
16 C 0.4813 1.5881 0.3525
17 H -1.3220 3.3024 -1.9723
18 H 0.6399 1.8013 -1.8052
19 H -2.6843 -3.5238 -2.0081
20 C -0.2517 1.9297 1.4866
21 C 0.0954 2.0816 -0.9046
22 O -0.8687 -3.1873 -3.3037
23 H 3.9280 -0.8044 2.2882
24 C -1.2020 -2.2221 -1.2352
25 H 4.1191 -1.0774 -0.4215
26 C -2.4383 -2.8994 -1.1542
27 H -3.4651 -1.7967 1.8904
28 H 2.3730 0.1127 -1.6310
29 C 2.0477 0.0417 1.6399
30 Cl -3.0316 4.4072 0.0440
31 C -1.7198 3.2930 0.1392
32 C -1.0210 2.9048 -1.0135
33 C 2.6787 0.5562 -0.6550
34 C 3.3375 -0.3863 1.5059
35 C 1.5639 0.5880 0.3904
36 O 0.4059 -0.7558 -0.3066

Atomic forces in eV per Å
-0.1860 0.1332 -0.2737
-1.1118 -0.7131 0.0690
0.7278 -0.6462 -1.9679
0.4596 0.2023 -0.2205
-0.4547 -0.7499 0.5354
-0.1500 0.0401 -0.0879
-2.2695 -1.4966 -0.2055
0.2603 -0.3632 -0.7575
-0.6784 0.6017 -1.1812
0.6350 0.4480 0.1328
-0.6309 -0.4024 -0.2179
-0.0909 -0.0305 0.0308
-0.2219 -0.1114 -0.2304
0.2538 -0.2830 -0.2565
0.2001 -0.0203 -0.3064
0.0279 0.2308 -0.4955
-0.0255 -0.0336 -0.0313
-0.1429 -0.0001 0.2643
-0.1451 0.0736 0.2824
-0.1040 0.2099 -0.1530
-0.4938 0.2964 0.3107
1.3341 1.8082 1.7664
0.2832 -0.2367 0.4604
-0.1184 0.7385 1.1041
0.1854 -0.1779 0.3158
0.5033 0.4263 0.2689
0.3799 -0.0438 -0.3667
0.1891 0.2353 0.9147
1.6288 -0.3047 0.0639
-0.1064 0.0282 -0.1095
0.5717 -0.8345 0.2200
0.2016 0.2941 0.3974
0.4324 -0.0318 1.0278
-1.4588 0.9903 -0.8601
-1.4331 -0.5662 -0.5477
1.5483 0.2891 0.1045

## Properties
DFT total energy: -1396.69928 a.u.
Gap between HOMO and LUMO: 7.11 eV
Relative energy (zero: lowest compared OMol25 entry of this formula, charge and spin): 644.9 kJ/mol
Highest occupied orbital energy: -7.94 eV

Atomic partial charges in e from the natural (NBO) method, atoms 1 to 5:
1 H 0.2135
2 C 0.4904
3 N 0.5017
4 C -0.2280
5 H 0.2303

---

(4)
Below is one molecule with the formula C17H14F3N5O2S, with properties calculated with ωB97M-V/def2-TZVPD.

Geometry (Å):
1 C -3.2059 3.1854 -0.0734
2 O 0.3857 -0.6888 5.0123
3 H 0.5240 -2.5761 6.5407
4 H 2.7560 -3.8126 -1.4460
5 H 1.3948 -1.4450 -5.1428
6 C 1.3103 -1.6940 0.8062
7 H -1.6512 1.3065 -3.6434
8 C 0.9801 -1.4699 2.1867
9 F -3.5374 1.8671 -0.0347
10 N -0.1515 1.2218 -2.1328
11 C 0.4125 -0.0313 -2.3921
12 C 1.2776 -3.9145 5.1465
13 N 0.8146 -0.8217 -0.0724
14 C -1.8238 3.3153 -0.7921
15 N 0.5730 -2.8130 5.5453
16 F -3.1486 3.7485 1.1452
17 N 1.8439 -2.1555 -3.2473
18 C 2.1084 -2.7643 0.3167
19 C -0.7161 2.4873 -0.0990
20 H -2.2340 0.7615 -2.1102
21 H 1.2454 1.6415 -0.6051
22 H 2.5341 -3.5018 0.9738
23 C 0.4018 2.1315 -1.1190
24 H 0.8229 3.0087 -1.6157
25 C 0.6018 -1.8223 4.6267
26 C 1.7222 -1.9887 -1.9267
27 C -1.9819 2.8896 -2.2734
28 H -0.2877 3.0726 0.7405
29 H -3.0340 2.9773 -2.6139
30 C 1.2389 -1.3193 -4.0848
31 H -1.5587 4.3898 -0.7009
32 F -4.1942 3.8794 -0.7163
33 C 0.9546 -0.9252 -1.4160
34 C 1.0789 -2.2869 3.3197
35 O 1.5649 -4.7079 6.0315
36 H -1.0798 1.5426 0.3284
37 N 0.5047 -0.2738 -3.6901
38 S 1.6744 -3.9413 3.4424
39 H 0.5277 -0.4939 2.3442
40 C -1.5422 1.4511 -2.5720
41 H -1.3489 3.5237 -2.9297
42 C 2.2428 -2.9531 -1.0571

Atomic forces in eV per Å
1.3533 0.6212 -1.1041
-0.2283 0.2218 -1.2914
-0.0306 -0.2886 -0.6427
0.1948 -0.0923 -0.2024
-0.0769 -0.1857 -0.1886
0.5561 -0.0905 -2.3323
0.2950 -0.1150 -0.1518
-0.2191 -1.0102 3.0448
-0.4648 0.9601 0.5381
-0.1927 -0.5293 0.6638
-0.2319 1.9111 -0.5759
0.0898 -1.8547 3.8576
-0.9311 0.9468 0.6533
-0.7794 0.1164 0.1311
0.1068 -0.3575 -0.7538
-0.1527 -0.8894 0.1856
0.4944 -0.3410 -2.0558
-0.3295 -0.5872 -1.3209
0.7245 0.4076 0.2810
-0.1229 -0.4184 0.4400
-0.4719 0.1022 -0.1886
0.1107 -0.0739 0.2149
-0.6633 -0.7680 0.6659
-0.1851 0.1860 0.0112
-0.1308 2.5208 1.4978
-1.1388 0.2271 -0.9381
0.2610 0.0903 -0.5687
-0.2268 -0.3039 -0.4215
0.6458 0.1633 0.1832
0.3226 -0.6768 2.0995
-0.2191 -0.5636 -0.2806
0.4988 -0.8663 0.1892
1.1393 -0.7819 1.3208
-0.2083 1.4840 -3.5069
0.3523 -0.2313 -1.8910
-0.0429 0.2417 -0.2291
-0.0220 -0.2875 -0.0121
-0.0635 0.2441 -0.1761
0.0039 -0.1265 0.2604
0.2478 0.6262 -0.0345
-0.5030 -0.0588 0.4795
0.2386 0.4279 2.1490

## Properties
DFT total energy: -1778.29884 a.u.
Gap between HOMO and LUMO: 7.09 eV
Relative energy (zero: lowest compared OMol25 entry of this formula, charge and spin): 0.0 kJ/mol
Highest occupied orbital energy: -8.53 eV
SMILES: O=C1NC(=O)/C(=C/c2ccc3ncnc(N4CCC(C(F)(F)F)CC4)c3n2)S1

Atomic partial charges in e from the natural (NBO) method, atoms 1 to 5:
1 C 0.9863
2 O -0.5598
3 H 0.4441
4 H 0.2381
5 H 0.1891